1 | Molecular formula: C3H10NOS
Method: DFT, wB97M-V/def2-TZVPD

```
16
C3H10NOS | the OMol25 dataset | wB97M-V/def2-TZVPD
C -0.031 0.937 1.923
S 1.758 1.258 1.998
C 2.130 1.020 0.216
H -0.293 0.684 0.892
H -0.692 1.678 2.358
H -0.129 -0.018 2.459
H 3.185 0.681 0.188
H 1.375 0.290 -0.165
H 2.045 2.018 -0.266
N -2.253 -1.350 -1.547
C -0.743 -1.319 -1.443
O -0.285 -0.394 -0.558
H -2.601 -0.383 -1.748
H -2.643 -1.573 -0.601
H -0.412 -2.393 -1.186
H -0.412 -1.137 -2.520
```

As for the total charge: -1. The LUMO energy comes out at 3.58 eV. The HOMO energy is -3.3 eV. The spin multiplicity is 1.

Atomic partial charges in e from the Löwdin method, atoms 1 to 6: -0.452 0.633 -0.438 -0.023 0.012 0.015



2 | Molecular formula: C3H10NOS
Method: DFT, wB97M-V/def2-TZVPD

```
16
C3H10NOS | the OMol25 dataset | wB97M-V/def2-TZVPD
C 0.513 1.270 -1.787
C -0.185 1.000 -0.399
S -1.922 0.807 -0.347
H -0.277 0.807 -2.442
H 0.786 2.276 -2.224
H 1.407 0.631 -1.741
H 0.313 1.704 0.360
H 0.112 0.009 -0.059
H -2.049 1.730 -1.285
N 1.083 -0.832 2.152
C 0.970 -1.762 0.936
O 1.559 -1.451 -0.225
H 0.764 -1.211 3.150
H 0.627 0.072 2.090
H -0.175 -1.815 0.753
H 1.394 -2.736 1.184
```

As for the total charge: -1. The LUMO energy comes out at 3.29 eV. The HOMO energy is -2.5 eV. The spin multiplicity is 1.

Atomic partial charges in e from the Löwdin method, atoms 1 to 6: -0.161 -0.714 0.671 0.051 0.064 0.052



Which structure loses on stability? 2 does.



1 | Molecular formula: C3H10NOS
Method: DFT, wB97M-V/def2-TZVPD

```
16
C3H10NOS | the OMol25 dataset | wB97M-V/def2-TZVPD
C 0.497 1.320 0.877
C 1.775 0.542 0.652
S 3.060 1.714 0.036
H -0.127 0.673 1.475
H 0.612 2.269 1.408
H -0.088 1.518 -0.020
H 1.558 -0.222 -0.080
H 2.136 0.226 1.624
H 4.168 1.054 0.391
N -2.761 -1.511 -1.301
C -1.346 -1.310 -0.839
O -1.221 -1.064 0.464
H -3.256 -0.650 -1.514
H -3.242 -1.829 -0.457
H -0.947 -0.500 -1.524
H -0.817 -2.229 -1.191
```

As for the total charge: -1. The LUMO energy comes out at 3.10 eV. The HOMO energy is -2.6 eV. The spin multiplicity is 1.

Atomic partial charges in e from the Löwdin method, atoms 1 to 6: -0.228 -0.585 0.618 0.044 0.054 0.065



2 | Molecular formula: C3H10NOS
Method: DFT, wB97M-V/def2-TZVPD

```
16
C3H10NOS | the OMol25 dataset | wB97M-V/def2-TZVPD
C 0.537 -1.472 -1.469
C 0.074 -1.700 -0.044
C -0.958 -0.651 0.487
S -0.267 0.864 1.181
N 1.250 -1.850 0.820
H -0.256 -1.478 -2.221
H 1.124 -0.546 -1.561
H 1.253 -2.264 -1.705
H -0.454 -2.658 -0.007
H -1.569 -1.211 1.212
H -1.622 -0.393 -0.354
H 0.919 -1.723 1.782
H 1.789 -0.986 0.731
H 0.116 2.822 -0.957
H -1.058 2.999 -1.902
O -0.158 3.311 -1.755
```

As for the total charge: -1. The LUMO energy comes out at 4.05 eV. The HOMO energy is -2.8 eV. The spin multiplicity is 1.

Atomic partial charges in e from the Löwdin method, atoms 1 to 6: -0.109 -0.572 -0.751 0.167 -0.028 0.064



3 | Molecular formula: C3H10NOS
Method: DFT, wB97M-V/def2-TZVPD

```
16
C3H10NOS | the OMol25 dataset | wB97M-V/def2-TZVPD
C 0.188 0.082 -1.749
C 0.386 -1.351 -1.185
S 1.983 -1.786 -0.391
H 0.796 0.317 -2.621
H 0.409 0.891 -1.029
H -0.886 0.306 -1.939
H -0.597 -1.696 -0.785
H 0.467 -2.049 -2.019
H 2.022 -0.919 0.609
N -0.368 1.649 1.224
C -0.757 0.302 1.733
O -1.598 -0.243 0.886
H -1.187 1.962 0.697
H -0.057 2.302 1.948
H 0.260 -0.192 1.790
H -1.060 0.425 2.833
```

As for the total charge: -1. The LUMO energy comes out at 3.44 eV. The HOMO energy is -2.6 eV. The spin multiplicity is 1.

Atomic partial charges in e from the Löwdin method, atoms 1 to 6: -0.187 -0.625 0.628 0.043 0.037 0.072



Which structure loses on stability? 3 does.



1 | Molecular formula: C9H11N2
Method: DFT, wB97M-V/def2-TZVPD

```
22
C9H11N2 | the OMol25 dataset | wB97M-V/def2-TZVPD
C -0.250 2.331 -0.187
N 0.456 1.123 -0.547
N 0.627 0.990 -1.926
C 1.754 1.039 0.206
C 1.895 -0.068 0.873
C 0.663 -0.912 0.772
C 0.105 -2.076 1.365
C -1.235 -2.423 1.038
C -1.938 -1.755 0.078
C -1.480 -0.575 -0.367
C -0.201 -0.182 -0.035
H 0.180 3.162 -0.712
H -1.340 2.215 -0.467
H -0.278 2.422 0.892
H 0.661 -0.046 -2.146
H 1.396 1.486 -2.205
H 2.292 1.905 -0.095
H 2.560 -0.462 1.491
H 0.634 -2.670 2.036
H -1.699 -3.396 1.306
H -2.957 -2.163 -0.187
H -1.844 0.055 -1.185
```

As for the total charge: +1. The LUMO energy comes out at -3.71 eV. Its structure (SMILES) is C[N@@+]1(N)C=Cc2ccccc21. The HOMO energy is -13.4 eV. The spin multiplicity is 1.

Atomic partial charges in e from the Löwdin method, atoms 1 to 6: 0.026 -0.301 0.164 0.014 0.073 -0.094



2 | Molecular formula: C9H11N2
Method: DFT, wB97M-V/def2-TZVPD

```
22
C9H11N2 | the OMol25 dataset | wB97M-V/def2-TZVPD
C -2.975 1.001 1.241
C -2.147 0.306 0.416
N -1.388 -0.152 -0.359
C -0.273 -0.089 -1.167
C -0.078 -1.448 -1.695
C 0.877 -2.260 -1.250
C 1.617 -1.967 -0.054
C 1.641 -0.726 0.362
C 0.929 0.423 -0.183
N 1.050 1.633 -0.026
C 2.022 2.239 0.807
H -2.276 1.599 1.936
H -3.558 0.285 1.865
H -3.622 1.470 0.608
H -0.400 0.580 -2.021
H -0.480 -1.692 -2.648
H 1.126 -3.237 -1.609
H 2.108 -2.795 0.416
H 2.031 -0.490 1.359
H 1.438 2.987 1.406
H 2.868 2.695 0.302
H 2.506 1.539 1.472
```

As for the total charge: +1. The LUMO energy comes out at -4.04 eV. Its structure (SMILES) is CC#[N+][C@@H]1C=CC=C/C1=N\C. The HOMO energy is -12.6 eV. The spin multiplicity is 1.

Atomic partial charges in e from the Löwdin method, atoms 1 to 6: 0.034 0.047 0.258 -0.201 -0.046 -0.054



Which structure loses on stability? 2 does.



1 | Molecular formula: C15H20N4OS
Method: DFT, wB97M-V/def2-TZVPD

```
41
C15H20N4OS | the OMol25 dataset | wB97M-V/def2-TZVPD
C -3.701 -0.887 2.156
C -3.331 -0.155 0.871
C -1.810 -0.053 0.694
C -1.157 -1.331 0.151
C -1.464 -1.567 -1.326
C -1.075 -0.330 -2.128
C -1.818 0.878 -1.558
N -1.447 1.066 -0.173
C -0.571 1.968 0.300
O -0.257 2.036 1.474
C 0.009 2.977 -0.699
S 1.636 3.486 -0.078
C 2.307 1.896 -0.024
N 1.740 0.848 -0.557
C 2.565 -0.198 -0.261
N 2.377 -1.467 -0.584
C 3.318 -2.302 -0.181
C 4.457 -1.937 0.535
C 4.666 -0.610 0.883
C 3.691 0.274 0.474
N 3.492 1.626 0.600
H -3.288 -0.371 3.019
H -4.783 -0.931 2.267
H -3.318 -1.904 2.148
H -3.741 0.857 0.909
H -3.785 -0.672 0.025
H -1.374 0.178 1.671
H -1.482 -2.184 0.747
H -0.075 -1.234 0.257
H -2.526 -1.783 -1.469
H -0.896 -2.430 -1.675
H -1.324 -0.457 -3.183
H -0.001 -0.166 -2.029
H -1.624 1.780 -2.136
H -2.898 0.697 -1.592
H -0.604 3.877 -0.747
H 0.173 2.559 -1.687
H 3.152 -3.337 -0.448
H 5.172 -2.692 0.820
H 5.536 -0.295 1.441
H 4.062 2.291 1.094
```

The LUMO energy comes out at 0.56 eV. Its structure (SMILES) is CC[C@H]1CCCCN1C(=O)CSc1nc2ncccc2[nH]1. The HOMO energy is -8.2 eV. The spin multiplicity is 1.

Atomic partial charges in e from the Löwdin method, atoms 1 to 6: -0.097 -0.203 -0.279 -0.128 -0.187 -0.165



2 | Molecular formula: C15H20N4OS
Method: DFT, wB97M-V/def2-TZVPD

```
41
C15H20N4OS | the OMol25 dataset | wB97M-V/def2-TZVPD
C -5.991 -1.843 -1.428
H -5.032 -2.282 -2.032
H -6.729 -1.748 -2.222
H -6.230 -2.514 -0.693
C -5.702 -0.606 -1.193
C -4.595 -0.497 -0.031
C -4.319 0.881 0.567
H -4.070 1.699 -0.571
O -3.203 1.073 1.217
C -1.838 0.882 0.858
C -1.540 1.080 -0.450
C -0.246 0.878 -0.892
C 0.860 0.539 0.088
C 0.455 0.859 1.578
C -0.906 0.858 1.738
H -1.289 0.882 3.020
H 1.224 0.560 2.361
C 2.189 0.546 -0.086
N 3.232 0.587 0.666
N 4.419 0.399 0.544
C 5.081 0.942 -0.676
N 4.399 2.027 -1.143
H 5.127 2.574 -1.841
H 3.676 2.480 -0.720
S 6.690 0.701 -1.177
C 5.219 -0.520 1.326
H 4.563 -0.735 2.257
H 6.179 0.001 1.492
C 5.162 -1.997 0.864
C 3.978 -2.523 0.487
N 2.918 -2.769 0.090
H 5.688 -2.649 1.351
H 5.886 -1.889 -0.133
H 2.422 0.467 -1.260
H 0.116 0.676 -1.826
H -2.163 1.124 -1.230
H -5.052 1.407 0.796
H -3.662 -0.809 -0.310
H -4.774 -0.988 0.805
H -6.718 0.120 -0.445
H -5.426 0.125 -1.745
```

The LUMO energy comes out at -0.72 eV. The HOMO energy is -7.6 eV. The spin multiplicity is 1.

Atomic partial charges in e from the Löwdin method, atoms 1 to 6: -0.186 0.166 0.098 0.070 -0.302 -0.144



Which structure loses on stability? 2 does.



1 | Molecular formula: C2H5IS
Method: DFT, wB97M-V/def2-TZVPD

```
9
C2H5IS | the OMol25 dataset | wB97M-V/def2-TZVPD
C -0.865 0.665 0.317
C 1.147 -1.038 -0.644
S -0.117 2.162 -0.052
I 2.580 0.387 -0.707
H -1.477 0.055 -0.399
H -1.079 0.490 1.296
H 0.630 -1.109 -1.609
H 0.613 -1.431 0.226
H 0.319 2.267 1.151
```

The LUMO energy (alpha / beta) comes out at 0.31 / 0.02 eV. The HOMO energy (alpha / beta) is -7.9 / -7.5 eV. The spin multiplicity is 1.

Atomic partial charges in e from the Löwdin method, atoms 1 to 6: -0.500 -0.665 0.614 0.779 0.035 -0.039



2 | Molecular formula: C2H5IS
Method: DFT, wB97M-V/def2-TZVPD

```
9
C2H5IS | the OMol25 dataset | wB97M-V/def2-TZVPD
C -0.065 0.586 -0.211
C 0.302 -0.619 0.370
S -1.938 0.563 0.209
I 3.446 -0.310 -0.030
H 0.113 1.571 0.397
H 0.033 0.681 -1.318
H -0.086 -1.426 -0.215
H 0.779 -0.595 1.435
H -2.584 -0.452 -0.637
```

The LUMO energy (alpha / beta) comes out at -1.28 / -2.36 eV. The HOMO energy (alpha / beta) is -9.0 / -8.4 eV. The spin multiplicity is 1.

Atomic partial charges in e from the Löwdin method, atoms 1 to 6: -0.637 -0.213 0.655 -0.067 0.105 0.091



Which structure loses on stability? 1 does.



1 | Molecular formula: C20H23ClN2Ru
Method: DFT, wB97M-V/def2-TZVPD

```
47
C20H23ClN2Ru | the OMol25 dataset | wB97M-V/def2-TZVPD
C 0.135 0.553 -5.136
C 1.497 1.122 -5.508
C -0.069 -0.737 -5.919
C -0.923 1.555 -5.578
Cl 0.026 0.241 -3.284
H -0.006 -0.520 -6.996
H -1.043 -1.180 -5.717
H 0.692 -1.477 -5.675
H 1.532 1.285 -6.595
H 2.304 0.444 -5.235
H 1.679 2.074 -5.012
H -0.843 1.706 -6.665
H -0.786 2.517 -5.087
H -1.928 1.205 -5.353
C 1.433 -1.377 1.932
C 0.746 -2.240 1.007
C 1.069 -1.793 -0.339
H 0.171 -3.121 1.257
C 1.898 -0.618 -0.208
C 2.036 -0.324 1.193
H 2.507 0.558 1.615
H 1.503 -1.549 3.001
H 0.869 -2.339 -1.248
H 2.328 -0.062 -1.036
C -2.123 0.889 1.123
C -2.166 -0.356 1.816
C -1.978 -1.420 0.848
H -2.364 -0.516 2.874
C -2.005 -0.804 -0.474
C -2.092 0.627 -0.290
H -2.142 1.375 -1.086
H -2.096 1.877 1.586
H -1.935 -2.488 1.059
H -2.095 -1.338 -1.417
Ru -0.221 -0.440 0.568
N 3.315 -0.837 6.731
C 2.346 -0.357 6.286
C 1.181 0.275 5.707
C -0.101 0.232 6.294
C -1.174 0.761 5.582
C -0.928 1.262 4.286
N 0.291 1.334 3.764
C 1.323 0.871 4.441
H -0.227 -0.161 7.304
H -2.195 0.781 5.970
H -1.746 1.568 3.643
H 2.306 0.944 3.971
```

As for the total charge: +2. The LUMO energy (alpha / beta) comes out at -8.44 / -10.45 eV. The HOMO energy (alpha / beta) is -11.6 / -16.0 eV. The spin multiplicity is 5.

Atomic partial charges in e from the Löwdin method, atoms 1 to 6: -0.881 -0.110 -0.110 -0.110 0.555 0.105



2 | Molecular formula: C20H23ClN2Ru
Method: DFT, wB97M-V/def2-TZVPD

```
47
C20H23ClN2Ru | the OMol25 dataset | wB97M-V/def2-TZVPD
C 0.110 0.490 -4.844
C 1.508 1.060 -5.122
C -0.101 -0.839 -5.584
C -0.980 1.507 -5.209
Cl -0.002 0.157 -3.022
H -0.046 -0.691 -6.670
H -1.089 -1.264 -5.366
H 0.676 -1.567 -5.318
H 1.647 1.269 -6.190
H 2.289 0.349 -4.826
H 1.655 2.006 -4.586
H -0.966 1.729 -6.283
H -0.821 2.456 -4.681
H -1.980 1.121 -4.972
C 1.381 -1.272 1.772
C 0.801 -2.192 0.830
C 1.178 -1.762 -0.501
H 0.219 -3.083 1.061
C 1.968 -0.561 -0.362
C 2.038 -0.239 1.035
H 2.482 0.661 1.440
H 1.349 -1.365 2.851
H 0.953 -2.282 -1.424
H 2.394 0.026 -1.173
C -2.113 0.942 0.897
C -2.087 -0.311 1.593
C -2.022 -1.370 0.610
H -2.161 -0.457 2.660
C -2.037 -0.751 -0.701
C -2.121 0.682 -0.508
H -2.151 1.429 -1.301
H -2.099 1.930 1.343
H -2.015 -2.438 0.803
H -2.062 -1.278 -1.644
Ru -0.202 -0.382 0.417
N 3.263 -0.993 6.592
C 2.338 -0.387 6.194
C 1.206 0.293 5.615
C -0.047 0.341 6.258
C -1.152 0.780 5.532
C -0.944 1.138 4.178
N 0.238 1.085 3.582
C 1.314 0.785 4.305
H -0.125 0.022 7.308
H -2.154 0.838 5.955
H -1.813 1.462 3.616
H 2.286 0.926 3.840
```

As for the total charge: +2. The LUMO energy (alpha / beta) comes out at -8.29 / -10.24 eV. The HOMO energy (alpha / beta) is -11.5 / -16.1 eV. The spin multiplicity is 5.

Atomic partial charges in e from the Löwdin method, atoms 1 to 6: -0.864 -0.107 -0.103 -0.105 0.650 0.103



Which structure loses on stability? 1 does.